[1]
Entry from the OMol25 dataset: C22H25CrN6O7STe as an isolated structure (ωB97M-V/def2-TZVPD).

```
63
Properties=species:S:1:pos:R:3:mulliken_charge:R:1
Cr 0.170 -0.124 -0.352 0.894
N 0.576 4.015 0.492 0.089
C 1.198 2.918 0.052 -0.439
N 0.287 2.009 -0.203 0.373
C -0.888 2.600 0.127 0.043
N -0.760 3.834 0.550 -0.775
C -2.114 1.816 -0.002 0.348
C -3.388 2.328 0.160 -0.609
N -4.470 1.575 -0.019 -0.619
C -4.271 0.316 -0.372 -0.841
C -2.995 -0.222 -0.532 -0.691
N -1.918 0.525 -0.330 0.678
H 0.978 4.891 0.784 0.198
H 2.265 2.792 -0.048 0.627
H -3.532 3.365 0.435 0.494
H -5.139 -0.313 -0.521 0.511
H -2.826 -1.255 -0.804 0.961
O 0.790 -1.899 2.453 -0.559
C 0.586 -0.702 2.510 -0.167
O 0.111 0.068 1.584 -0.194
H 0.808 -0.145 3.441 0.360
C 3.464 -2.288 -0.304 -0.835
S 3.223 -0.716 -1.075 1.199
O 4.403 0.089 -0.898 -0.710
O 2.791 -0.956 -2.432 -0.696
O 2.103 -0.105 -0.243 -0.644
H 4.128 -2.875 -0.935 0.389
H 2.490 -2.766 -0.212 0.099
H 3.905 -2.132 0.677 0.305
O 0.088 -1.997 -0.433 -0.507
O -1.198 -2.594 -0.453 -0.113
C 0.247 -0.161 -5.250 -0.209
C -0.193 -1.257 -4.528 -1.031
C -0.253 -1.173 -3.149 -0.496
N 0.083 -0.059 -2.488 0.912
C 0.509 0.994 -3.189 -0.033
C 0.604 0.989 -4.566 -0.986
H 0.321 -0.205 -6.329 0.394
H -0.470 -2.180 -5.016 0.448
H -0.549 -2.014 -2.538 0.801
H 0.799 1.863 -2.616 0.320
H 0.969 1.865 -5.082 0.439
C -7.837 -3.419 -0.657 -1.608
C -6.414 -3.390 -0.170 0.842
C -6.069 -2.738 1.008 -1.049
C -4.757 -2.690 1.465 1.219
C -4.469 -1.925 2.729 -1.772
C -3.749 -3.337 0.729 -0.513
Te -1.749 -3.163 1.407 0.422
C -4.086 -4.049 -0.429 1.281
C -3.096 -4.867 -1.216 -1.905
C -5.408 -4.038 -0.870 -0.675
H -8.476 -2.788 -0.041 0.355
H -8.238 -4.433 -0.630 0.376
H -7.910 -3.068 -1.688 0.350
H -6.842 -2.236 1.581 0.242
H -5.383 -1.474 3.116 0.387
H -3.733 -1.136 2.558 0.314
H -4.064 -2.566 3.515 0.406
H -2.119 -4.915 -0.746 0.307
H -2.959 -4.455 -2.218 0.310
H -3.474 -5.886 -1.331 0.555
H -5.655 -4.581 -1.778 0.431
```

Summary:
Gap between HOMO and LUMO (spin up / spin down)   6.61 / 6.48 eV
Charge   0
ΔE to the lowest compared entry with this formula, charge and spin   14.0 kcal/mol
Strongest force on any atom   0.0072 hartree/bohr
Multiplicity   4
LUMO energy (spin up / spin down)   -0.763 / -0.887 eV



[2]
Entry from the OMol25 dataset: C22H25F3MnN7O2S as an isolated structure (ωB97M-V/def2-TZVPD).

```
61
Properties=species:S:1:pos:R:3:mulliken_charge:R:1
Mn -0.534 0.638 0.852 0.722
N 5.803 -0.022 -4.388 -0.500
C 5.261 0.084 -3.130 0.865
C 5.245 1.306 -2.479 -0.724
C 4.620 1.395 -1.237 -0.079
C 3.979 0.263 -0.715 -0.496
C 4.104 -1.003 -1.319 -0.029
C 4.761 -1.099 -2.514 -0.618
S 3.150 0.506 0.812 1.152
O 2.898 -0.806 1.363 -0.687
O 3.850 1.442 1.690 -0.642
N 1.654 1.017 0.340 -0.577
C 1.463 2.364 0.259 0.642
N 0.123 2.652 0.317 -0.300
C -0.278 3.934 0.213 0.142
C 0.641 4.962 0.016 -0.923
C 2.005 4.568 -0.046 -0.039
N 2.404 3.285 0.043 -0.252
H 6.158 0.853 -4.770 0.220
H 5.455 -0.729 -5.028 0.234
H 5.605 2.199 -2.983 0.340
H 4.585 2.362 -0.704 0.570
H 3.709 -1.881 -0.811 0.605
H 4.872 -2.055 -3.045 0.411
H -1.365 4.054 0.207 0.463
H 0.365 6.061 -0.071 0.340
H 2.809 5.274 -0.214 0.461
F -7.320 -0.144 1.280 -0.214
C -7.091 1.168 0.922 0.771
F -7.709 2.002 1.825 -0.227
F -7.695 1.380 -0.304 -0.245
C -5.554 1.418 0.831 0.382
C -4.832 1.328 -0.393 -0.837
C -3.411 1.279 -0.340 -0.397
N -2.741 1.110 0.825 0.224
C -3.411 1.269 1.976 -0.421
C -4.805 1.431 2.045 -0.770
H -5.286 1.347 -1.393 0.445
H -2.748 1.293 -1.212 0.532
H -2.801 1.225 2.891 0.469
H -5.326 1.551 2.980 0.496
C -1.998 -2.169 0.564 -0.581
C -1.966 -3.708 0.412 -0.929
N -0.667 -4.309 0.743 -0.149
C 0.250 -3.721 -0.232 -0.915
C 0.244 -2.181 -0.271 0.157
N -0.609 -1.610 0.809 0.794
C -0.089 -2.206 2.060 -0.507
C -0.255 -3.757 2.074 -0.706
H -2.619 -1.905 1.413 0.438
H -2.445 -1.735 -0.354 0.279
H -2.284 -4.023 -0.610 0.306
H -2.696 -4.151 1.061 0.370
H 0.023 -4.136 -1.241 0.340
H 1.267 -4.094 0.032 0.394
H -0.104 -1.773 -1.231 0.546
H 1.301 -1.786 -0.076 -0.569
H -0.603 -1.792 2.951 0.427
H 0.971 -1.885 2.104 0.194
H -1.034 -4.079 2.811 0.236
H 0.701 -4.259 2.393 0.368
```

Summary:
Gap between HOMO and LUMO (spin up / spin down)   7.63 / 3.00 eV
Charge   +2
Strongest force on any atom   0.0639 hartree/bohr
Multiplicity   5
LUMO energy (spin up / spin down)   -6.128 / -10.764 eV



[3]
Entry from the OMol25 dataset: one molecule with the formula C22H25FN4O (ωB97M-V/def2-TZVPD).

```
53
Properties=species:S:1:pos:R:3:mulliken_charge:R:1
C 0.912 -4.228 4.783 -0.835
O -0.250 -3.890 4.062 -0.454
C -0.133 -3.571 2.750 0.940
C 1.059 -3.544 2.031 -0.500
C 1.057 -3.198 0.693 -0.584
C -0.114 -2.864 0.018 0.022
C -0.113 -2.487 -1.388 -0.500
N -1.064 -2.928 -2.250 0.500
N -0.870 -2.502 -3.489 -1.118
C 0.214 -1.755 -3.443 -0.970
C 0.752 -1.701 -2.145 1.478
C 1.893 -0.834 -1.704 -1.448
N 1.485 0.457 -1.164 0.318
C 0.802 1.310 -2.125 -0.651
C 1.364 2.737 -2.140 -0.677
C 1.552 3.307 -0.724 -1.255
N 0.559 2.857 0.225 0.159
C -0.765 3.225 0.079 1.274
C -1.806 2.534 0.715 -0.418
C -3.118 2.952 0.606 -0.863
C -3.451 4.067 -0.141 -0.462
C -2.436 4.762 -0.777 -0.793
C -1.123 4.353 -0.673 -0.236
C 0.924 1.648 0.920 -2.078
C 0.767 0.360 0.092 0.393
C -1.296 -2.918 0.761 0.350
F -2.470 -2.619 0.158 -0.391
C -1.324 -3.255 2.094 -0.773
H 0.576 -4.440 5.797 0.242
H 1.396 -5.117 4.369 0.337
H 1.626 -3.399 4.805 0.340
H 1.996 -3.797 2.501 0.432
H 1.987 -3.205 0.147 0.567
H -1.859 -3.508 -2.034 0.194
H 0.589 -1.291 -4.334 0.552
H 2.491 -1.330 -0.935 0.498
H 2.543 -0.638 -2.562 0.478
H 0.909 0.894 -3.129 0.468
H -0.276 1.354 -1.907 0.260
H 2.331 2.747 -2.644 0.451
H 0.674 3.357 -2.713 0.389
H 2.522 2.982 -0.344 0.405
H 1.566 4.399 -0.759 0.398
H -1.606 1.652 1.301 0.262
H -3.891 2.388 1.108 0.368
H -4.478 4.386 -0.229 0.383
H -2.669 5.638 -1.366 0.373
H -0.369 4.932 -1.182 0.274
H 1.975 1.743 1.207 0.450
H 0.341 1.559 1.838 0.471
H -0.306 0.158 -0.068 0.193
H 1.182 -0.464 0.676 0.292
H -2.256 -3.276 2.633 0.497
```

Summary:
Gap between HOMO and LUMO   7.94 eV
Charge   0
ΔE to the lowest compared entry with this formula, charge and spin   51.3 kcal/mol
Structure (SMILES)   COc1ccc(-c2[nH]ncc2CN2CCCN(c3ccccc3)CC2)c(F)c1
Strongest force on any atom   0.0166 hartree/bohr
LUMO energy   0.572 eV



The highest charge belongs to which entry?
C22H25F3MnN7O2S



Which formula does entry 1 have?
C22H25CrN6O7STe



Which value of strongest force on any atom does entry 3 give?
0.0166 hartree/bohr



Look up the charge of the third one.
0